w | {
  "formula": "C4H3NO2",
  "method": "ωB97M-V/def2-TZVPD",
  "e_homo_ev": -9.467,
  "e_lumo_ev": 0.346,
  "charge": 0,
  "orbital_gap_ev": 9.81,
  "species": ["C", "C", "C", "C", "N", "O", "O", "H", "H", "H"],
  "positions_angstrom": [[-1.0438, 0.4225, 0.1885], [-0.1048, 1.4959, 0.0699], [-0.7962, -0.8650, 0.0144], [1.9175, -0.5052, -0.1320], [-0.7253, -2.0544, 0.0498], [3.0278, -0.3281, 0.0666], [1.0931, 1.4258, -0.1310], [-2.0742, 0.6612, 0.3908], [-0.5702, 2.4943, 0.1555], [-0.7240, -2.7469, -0.6724]],
  "mulliken_charge": [-0.647, 0.230, 0.468, 0.014, -0.340, -0.204, -0.472, 0.341, 0.308, 0.303]
}

---

x | {
  "formula": "C4H3NO2",
  "method": "ωB97M-V/def2-TZVPD",
  "e_homo_ev": -8.606,
  "e_lumo_ev": 0.280,
  "charge": 0,
  "orbital_gap_ev": 8.89,
  "species": ["C", "C", "C", "C", "N", "O", "O", "H", "H", "H"],
  "positions_angstrom": [[-0.2882, 1.0218, -1.7844], [-0.7005, 1.8233, -2.6219], [0.7154, -0.6762, 3.4817], [0.1466, 0.4829, -0.5466], [-0.0755, -0.8133, -0.5838], [0.9455, -1.5620, 2.7784], [0.4105, 0.2149, 4.1432], [-0.6380, -1.1900, -1.3111], [0.3514, -1.4409, 0.0520], [-0.8671, 2.1394, -3.6074]],
  "mulliken_charge": [-0.086, -0.228, 0.720, -0.265, -0.231, -0.384, -0.342, 0.223, 0.242, 0.351]
}

---

Most stable = w

---

w | {
  "formula": "C4H3NO2",
  "method": "ωB97M-V/def2-TZVPD",
  "e_homo_ev": -9.482,
  "smiles": "N=C=C=C=O.C=O",
  "e_lumo_ev": 0.007,
  "charge": 0,
  "orbital_gap_ev": 9.49,
  "species": ["C", "C", "C", "C", "N", "O", "O", "H", "H", "H"],
  "positions_angstrom": [[-2.2202, 0.7310, 0.2005], [-1.2110, 1.5488, 0.2184], [-3.0867, -0.1534, -0.0776], [0.2265, -1.1777, 0.2144], [-0.2720, 2.2701, 0.2977], [-3.9418, -0.9393, -0.2046], [0.7747, -0.6488, 1.1413], [0.2833, -2.2230, -0.0818], [-0.2724, -0.5778, -0.4974], [0.5816, 2.1307, 0.8478]],
  "mulliken_charge": [-0.547, 0.343, 0.859, -0.056, -0.502, -0.447, -0.412, 0.263, 0.163, 0.336]
}

---

x | {
  "formula": "C4H3NO2",
  "method": "ωB97M-V/def2-TZVPD",
  "e_homo_ev": -9.384,
  "e_lumo_ev": 0.379,
  "charge": 0,
  "orbital_gap_ev": 9.76,
  "species": ["C", "C", "C", "C", "N", "O", "O", "H", "H", "H"],
  "positions_angstrom": [[-0.2895, -0.3211, -0.1919], [0.6491, -1.4042, -0.3771], [0.0633, 0.9555, 0.0220], [2.9535, 0.4934, 0.6869], [0.6118, 2.0178, -0.0552], [3.5553, 1.0886, -0.0669], [1.8377, -1.4775, -0.1838], [-1.2779, -0.5729, -0.3077], [0.0100, -2.2863, -0.6419], [0.7781, 2.8078, 0.4282]],
  "mulliken_charge": [-0.777, 0.228, 0.504, 0.096, -0.295, -0.187, -0.478, 0.417, 0.243, 0.250]
}

---

y | {
  "formula": "C4H3NO2",
  "method": "ωB97M-V/def2-TZVPD",
  "e_homo_ev": -9.912,
  "smiles": "O=Cc1ncco1",
  "e_lumo_ev": 0.510,
  "charge": 0,
  "orbital_gap_ev": 10.42,
  "species": ["O", "C", "C", "N", "C", "C", "O", "H", "H", "H"],
  "positions_angstrom": [[-0.5690, 1.8834, 2.1888], [-1.0003, 1.2497, 1.2623], [-0.1584, 0.4291, 0.3255], [0.2669, 0.7731, -0.8414], [0.7918, -0.4029, -1.3622], [0.6402, -1.3937, -0.4572], [0.0275, -0.8680, 0.6437], [-2.0823, 1.2208, 1.0241], [1.2122, -0.4447, -2.3578], [0.8714, -2.4466, -0.4257]],
  "mulliken_charge": [-0.405, -0.051, 0.608, -0.495, -0.322, -0.090, -0.286, 0.285, 0.369, 0.386]
}

---

Most stable = y

---

w | {
  "formula": "C4H8OS2",
  "method": "ωB97M-V/def2-TZVPD",
  "e_homo_ev": -8.913,
  "e_lumo_ev": 0.586,
  "charge": 0,
  "orbital_gap_ev": 9.50,
  "species": ["C", "C", "C", "C", "H", "H", "H", "H", "H", "H", "H", "H", "O", "S", "S"],
  "positions_angstrom": [[1.1569, -0.5402, -0.1414], [-0.2825, -0.0521, 0.2417], [-0.6064, 1.0401, -0.8038], [-1.3957, -1.0138, -0.1794], [2.2655, 0.5216, 1.0138], [1.3508, -1.4789, 0.3810], [1.1240, -0.7984, -1.2013], [0.4631, 1.4428, 1.9130], [-1.2530, 1.7417, -0.3997], [0.2533, 1.5520, -1.2863], [-1.0782, -2.0543, -0.2297], [-2.3212, -0.9105, 0.3954], [2.2658, 0.3027, 0.0757], [-0.3746, 0.4178, 2.0013], [-1.5678, -0.1705, -1.7804]],
  "mulliken_charge": [-0.857, 0.706, -0.863, -0.887, 0.330, 0.323, 0.413, 0.117, 0.416, 0.321, 0.354, 0.405, -0.459, -0.179, -0.141]
}

---

x | {
  "formula": "C4H8OS2",
  "method": "ωB97M-V/def2-TZVPD",
  "e_homo_ev": -8.673,
  "smiles": "CSSCCC=O",
  "e_lumo_ev": 0.756,
  "charge": 0,
  "orbital_gap_ev": 9.43,
  "species": ["C", "C", "O", "C", "S", "S", "C", "H", "H", "H", "H", "H", "H", "H", "H"],
  "positions_angstrom": [[0.8011, -0.3387, -1.3740], [2.1454, -0.8299, -1.6242], [3.0179, -0.4153, -0.9039], [0.2059, -1.2381, -0.3217], [0.1116, -0.4574, 1.3906], [-0.3805, 1.4383, 1.1900], [-2.0459, 1.6630, 1.8846], [0.8287, 0.7376, -1.0532], [0.2347, -0.2058, -2.2809], [2.2619, -1.6716, -2.2836], [0.8521, -2.0719, -0.1345], [-0.6687, -1.8334, -0.5966], [-2.7795, 0.8225, 1.7183], [-2.4916, 2.6476, 1.4726], [-2.0932, 1.7531, 2.9165]],
  "mulliken_charge": [-0.391, -0.135, -0.460, -0.646, -0.097, -0.030, -0.825, 0.207, 0.332, 0.402, 0.340, 0.421, 0.275, 0.269, 0.337]
}

---

Most stable = w

---

w | {
  "formula": "C6H6N2OS",
  "method": "ωB97M-V/def2-TZVPD",
  "e_homo_ev": [-7.912, -7.912],
  "e_lumo_ev": [-0.280, -0.280],
  "charge": 0,
  "orbital_gap_ev": [7.63, 7.63],
  "species": ["C", "C", "C", "C", "C", "C", "N", "N", "O", "S", "H", "H", "H", "H", "H", "H"],
  "positions_angstrom": [[2.7703, -1.0423, 0.2733], [-0.4297, 0.7885, -0.5573], [3.8652, -0.3066, 0.3286], [1.7186, -0.2101, -0.2203], [0.3172, -0.4337, -0.1573], [2.1307, 1.0783, -0.6823], [-1.2327, 1.1157, 0.3906], [-2.0784, 2.1901, 0.4216], [-0.1160, -1.5897, 0.3297], [3.7099, 1.2422, -0.2945], [2.7692, -2.0887, 0.5557], [-0.3929, 1.2028, -1.5516], [4.8686, -0.7448, 0.6340], [-2.2023, 2.7710, -0.4011], [-1.7934, 2.5735, 1.3321], [-1.0174, -1.7721, 0.4201]],
  "mulliken_charge": [-0.880, -0.205, -0.151, 0.974, 0.449, -0.825, -0.254, -0.543, -0.465, -0.091, 0.368, 0.460, 0.314, 0.243, 0.269, 0.336]
}

---

x | {
  "formula": "C6H6N2OS",
  "method": "ωB97M-V/def2-TZVPD",
  "e_homo_ev": [-8.578, -8.577],
  "smiles": "N#C/C=C1\\CSC=N1.C=O",
  "e_lumo_ev": [-0.165, -0.165],
  "charge": 0,
  "orbital_gap_ev": [8.41, 8.41],
  "species": ["C", "C", "C", "C", "C", "C", "N", "N", "O", "S", "H", "H", "H", "H", "H", "H"],
  "positions_angstrom": [[1.3430, 2.3712, -0.0138], [-1.0914, 1.0493, 0.8588], [-1.9476, -0.8561, -0.4024], [-0.3686, 0.7308, -0.2692], [1.4657, -2.3017, -0.1338], [0.6819, 1.3879, -0.7911], [1.8277, 3.2414, 0.5468], [-1.0055, -0.2738, -1.0232], [1.0818, -1.3475, 0.4992], [-2.5040, -0.1321, 1.0428], [-1.3728, 2.1247, 0.9916], [-2.2711, -1.8469, -0.7886], [-0.4709, 0.7946, 1.7974], [1.0300, -3.3477, 0.1368], [2.3210, -2.4582, -0.8712], [1.2809, 0.8642, -1.5800]],
  "mulliken_charge": [0.230, -0.526, -0.027, 0.266, -0.060, -0.168, -0.456, -0.623, -0.350, -0.166, 0.450, 0.384, 0.313, 0.197, 0.225, 0.311]
}

---

Most stable = x

---

w | {
  "formula": "CH4N3",
  "method": "ωB97M-V/def2-TZVPD",
  "e_homo_ev": -16.150,
  "smiles": "[NH2+]=C1NN1",
  "e_lumo_ev": -4.648,
  "charge": 1,
  "orbital_gap_ev": 11.50,
  "species": ["C", "N", "N", "N", "H", "H", "H", "H"],
  "positions_angstrom": [[-0.1315, 0.0097, -0.0074], [-1.2371, 0.7566, 0.0776], [-1.2517, -0.8379, -0.0759], [1.1456, 0.0676, 0.0692], [-1.8243, 1.3313, -0.5309], [-1.3265, -1.4932, 0.7014], [1.6996, 0.8710, 0.2015], [1.6668, -0.7353, 0.0915]],
  "mulliken_charge": [0.609, -0.231, -0.301, -0.215, 0.325, 0.286, 0.266, 0.262]
}

---

x | {
  "formula": "CH4N3",
  "method": "ωB97M-V/def2-TZVPD",
  "e_homo_ev": -16.524,
  "smiles": "[NH2+]=C1NN1",
  "e_lumo_ev": -5.076,
  "charge": 1,
  "orbital_gap_ev": 11.45,
  "species": ["C", "N", "N", "N", "H", "H", "H", "H"],
  "positions_angstrom": [[0.0422, 0.0017, -0.1157], [0.9067, 0.0142, 0.8589], [1.2828, 0.1289, -0.5921], [-1.3347, -0.1445, -0.3447], [1.3669, -0.7162, 1.3951], [1.5643, 1.1162, -0.7701], [-1.8425, -0.3235, 0.6198], [-1.9856, -0.0768, -1.0511]],
  "mulliken_charge": [0.611, -0.248, -0.281, -0.294, 0.309, 0.319, 0.333, 0.251]
}

---

Most stable = w